Entry 1:
Density functional theory data (ωB97M-V/def2-TZVPD) for a structure of composition C5H4O7V.

Atoms and positions in Å:
O 2.39307 -1.18094 0.11026
C 2.48149 -0.42896 -0.92602
O 3.37357 0.36163 -1.18664
O -0.99409 -2.09887 0.66703
O -2.12051 -0.34923 -0.07936
C -1.69329 -1.11054 0.84196
V 0.83171 -2.24055 0.24377
O -0.78286 -0.20379 1.80299
C -0.98214 1.18147 1.51430
C -1.15725 1.20921 -0.01792
O 0.56904 0.32111 -2.22019
C 1.33940 -0.64389 -1.99648
H -1.86109 1.56527 2.04841
H -0.13717 1.79825 1.84507
H -0.25549 1.74739 -0.34011
H -1.93363 1.91666 -0.32869
O 0.92925 -1.84422 -1.97838

Summary:
* multiplicity: 4
* net charge: 0
* total energy: -1663.42289 a.u.
* HOMO level (alpha / beta): -8.36 / -8.54 eV
* HOMO-LUMO gap (alpha / beta): 0.18686 / 0.19887 Ha

Entry 2:
Density functional theory data (ωB97M-V/def2-TZVPD) for a structure of composition C5H4O7Zn.

Atoms and positions in Å:
O -1.44972 -0.00956 0.91948
C -1.70108 -1.08877 0.29323
O -2.32002 -2.05103 0.72670
O -0.51831 3.05367 0.88176
O -1.69861 4.91422 1.38609
C -1.54355 3.73526 1.16470
Zn -0.10995 1.30562 0.71533
O 1.48977 0.82271 0.06193
C 2.06577 -0.37328 -0.29536
C 1.09992 -1.54833 -0.34466
O 0.12435 -1.36507 -1.38867
C -1.16569 -1.17741 -1.17249
H 2.55746 -0.30590 -1.28817
H 2.86511 -0.68308 0.41142
H 0.59783 -1.68725 0.62370
H 1.63539 -2.47466 -0.59013
O -1.92867 -1.06714 -2.10488

Summary:
* multiplicity: 2
* net charge: -1
* total energy: -2499.04374 a.u.
* HOMO level (alpha / beta): -4.18 / -6.35 eV
* HOMO-LUMO gap (alpha / beta): 0.26408 / 0.33966 Ha

Entry 3:
Density functional theory data (ωB97M-V/def2-TZVPD) for a structure of composition C5H4OTb.

Atoms and positions in Å:
C -1.38676 -0.75358 0.04065
H -1.81237 -1.32155 -0.79065
H -1.55673 1.31541 -0.94121
H -1.52784 -1.27192 0.99287
C -1.23403 0.76048 -0.05823
C -0.05053 -0.07616 -0.09539
C 1.27352 -0.14232 -0.03390
C 2.26913 -0.99329 -0.05551
O 3.29001 -1.55082 -0.12525
Tb 2.34226 2.89622 0.13294
H -1.60664 1.13753 0.93368

Summary:
* multiplicity: 7
* net charge: +1
* total energy: -1092.14567 a.u.
* HOMO level (alpha / beta): -12.83 / -10.13 eV
* HOMO-LUMO gap (alpha / beta): 0.30985 / 0.21220 Ha

Entry 4:
Density functional theory data (ωB97M-V/def2-TZVPD) for the molecule C5H4S.

Atoms and positions in Å:
C -0.78697 -1.29454 -0.44217
C 0.16810 -1.57013 0.36377
C -1.34438 -0.15144 -0.91771
C 1.01520 -0.53406 0.84991
C 0.43929 0.83699 0.32063
S 1.88196 0.44405 -0.46810
H -1.26637 0.19299 -1.94779
H -2.15634 0.36853 -0.40098
H 1.55206 -0.18101 1.80628
H 0.49744 1.88861 0.83617

Summary:
* net charge: 0
* total energy: -590.82271 a.u.
* energy above the lowest of the compared OMol25 structures with the same formula, charge and spin: 143.6 kcal/mol
* HOMO level (alpha / beta): -8.49 / -7.97 eV
* HOMO-LUMO gap (alpha / beta): 0.28481 / 0.26233 Ha

Entry 5:
Density functional theory data (ωB97M-V/def2-TZVPD) for the molecule C5H5BN4O2.

Atoms and positions in Å:
B -0.93681 -0.82840 -1.85437
C 1.01302 0.76110 2.09903
C -0.86604 -0.21277 2.90792
C 2.19646 1.08453 -1.02432
C 0.73970 0.32749 0.78377
C -0.58209 -0.43167 0.58508
N 0.25174 0.51831 3.17901
N -1.22040 -0.64074 1.73263
N 1.57037 0.62567 -0.15987
N -1.05269 -0.87663 -0.47430
O -1.43642 0.36850 -2.49720
O -0.47242 -1.82852 -2.65601
H 1.98288 1.31969 2.09982
H -1.36139 -0.33161 3.84619
H 2.46625 1.64442 -1.87051
H -2.02131 0.16216 -3.16991
H -0.27086 -1.66154 -3.52698

Summary:
* net charge: 0
* total energy: -587.88343 a.u.
* HOMO level (alpha / beta): -8.27 / -8.27 eV
* HOMO-LUMO gap (alpha / beta): 0.26888 / 0.26883 Ha

Entry 6:
Density functional theory data (ωB97M-V/def2-TZVPD) for a structure of composition C5H5Br15.

Atoms and positions in Å:
C -3.90987 17.59630 -23.93052
Br -2.93403 16.86543 -25.45763
Br -4.99838 19.24206 -24.28360
Br -2.77388 17.91385 -22.42263
H -4.52226 16.74709 -23.62737
C -0.58208 20.23152 -23.34475
Br 0.18686 21.91196 -22.55390
Br 0.69583 18.76149 -23.40120
Br -1.24356 20.68207 -25.22372
H -1.48942 19.98972 -22.79125
C -1.22256 15.57729 -20.10946
Br -3.03156 14.85502 -20.66092
Br 0.16785 14.16412 -20.33492
Br -1.24231 16.21914 -18.30328
H -0.96573 16.46977 -20.68009
C -8.42320 18.00525 -25.20503
Br -10.04542 18.59614 -24.19041
Br -8.04599 19.33556 -26.64988
Br -8.49115 16.15253 -26.01019
H -7.54017 18.04798 -24.56744
C -6.19641 22.23875 -25.45352
Br -7.10240 23.47971 -26.81204
Br -7.50580 22.15748 -23.94003
Br -4.36714 22.94555 -24.87804
H -6.04098 21.28536 -25.95850

Summary:
* multiplicity: 2
* net charge: -1
* total energy: -38803.67218 a.u.
* energy above the lowest of the compared OMol25 structures with the same formula, charge and spin: 8.3 kcal/mol
* HOMO level (alpha / beta): -1.69 / -6.46 eV
* HOMO-LUMO gap (alpha / beta): 0.11976 / 0.29543 Ha

Entry 7:
Density functional theory data (ωB97M-V/def2-TZVPD) for a structure of composition C5H5Br2N3O2.

Atoms and positions in Å:
C 0.65013 -0.89366 0.69560
C 0.36077 1.19399 -0.09744
C -1.88817 -1.00836 0.41083
C -2.21951 0.23196 -0.47297
C 2.69643 0.39308 -0.26622
N 1.25481 0.14020 0.14851
N -0.65334 -0.45851 1.00557
N -0.78393 0.89143 0.53111
O 1.02165 -2.00771 0.87135
O 0.51187 2.20641 -0.74616
Br -1.85648 -2.80370 -0.44538
Br -3.75418 1.14407 -0.09348
H -2.71394 -0.91038 1.15721
H -1.69181 0.40686 -1.38710
H 3.20231 -0.51664 -0.04740
H 2.54342 0.77641 -1.39513
H 3.31997 1.21452 0.13110

Summary:
* net charge: 0
* total energy: -5656.20982 a.u.
* energy above the lowest of the compared OMol25 structures with the same formula, charge and spin: 26.1 kcal/mol
* HOMO level: -9.39 eV
* HOMO-LUMO gap: 0.32782 Ha

Entry 8:
Density functional theory data (ωB97M-V/def2-TZVPD) for a structure of composition C5H5Br2NS.

Atoms and positions in Å:
C 0.59338 1.66469 1.61653
C 0.80466 0.08733 0.06925
C -0.56275 0.39890 0.05673
C 1.64453 -0.81680 -0.70389
C -2.08905 -0.62095 -0.69034
N 1.40725 0.90419 1.01654
S -1.04454 1.65045 1.10667
Br -3.39182 0.59903 -1.45179
Br -2.76446 -1.50779 0.81850
H 0.89832 2.33597 2.40229
H 2.76013 -0.56601 -0.59899
H 1.74299 -1.90170 -0.49647
H 1.65831 -0.95804 -1.81350
H -1.65696 -1.26927 -1.33154

Summary:
* net charge: 0
* total energy: -5794.40162 a.u.
* energy above the lowest of the compared OMol25 structures with the same formula, charge and spin: 36.9 kcal/mol
* HOMO level: -9.12 eV
* HOMO-LUMO gap: 0.34837 Ha

Entry 9:
Density functional theory data (ωB97M-V/def2-TZVPD) for the molecule C5H5BrF2.

Atoms and positions in Å:
C 2.05015 0.13285 1.21885
C 0.99376 -0.32140 0.46206
C -0.95882 0.15223 -1.13780
C 0.30987 0.45753 -0.50153
C -2.19616 -0.26188 -0.19030
F -2.50687 -1.54673 -0.29598
F -2.11333 0.06950 1.12363
Br 0.86429 2.24672 -0.66557
H 2.68690 -0.59482 1.77380
H 2.42723 1.15771 1.37705
H 0.81290 -1.44430 0.55250
H -1.41709 0.84564 -2.02764
H -0.95284 -0.89306 -1.68906

Summary:
* net charge: 0
* total energy: -2967.11106 a.u.
* energy above the lowest of the compared OMol25 structures with the same formula, charge and spin: 57.9 kcal/mol
* HOMO level (alpha / beta): -8.02 / -8.89 eV
* HOMO-LUMO gap (alpha / beta): 0.29236 / 0.29424 Ha

Entry 10:
Density functional theory data (ωB97M-V/def2-TZVPD) for a cluster of 2 separate species, C5H5BrN2O in total.

Atoms and positions in Å:
C 0.29439 1.76276 -0.10033
C -1.10304 1.97433 0.03912
C 0.43027 0.37131 0.00088
C 2.46728 -0.94309 0.01105
C -1.23574 -1.51784 -0.01026
N -1.70136 0.77679 0.15485
N -0.78865 -0.17576 0.08666
O 2.37836 -2.12373 -0.00778
Br 3.90025 0.21640 0.11804
H 1.15551 2.53864 -0.17908
H -1.68685 2.92552 -0.15919
H -0.62491 -2.27101 0.48432
H -2.17747 -1.57962 0.51178
H -1.30805 -1.95471 -0.95008

Summary:
* net charge: 0
* total energy: -2952.13497 a.u.
* energy above the lowest of the compared OMol25 structures with the same formula, charge and spin: 83.2 kcal/mol
* HOMO level (alpha / beta): -9.19 / -9.19 eV
* HOMO-LUMO gap (alpha / beta): 0.29944 / 0.29949 Ha

Entry 11:
Density functional theory data (ωB97M-V/def2-TZVPD) for the ion C5H5BrNO2 with charge -1.

Atoms and positions in Å:
C 1.90869 -0.02095 -0.94943
C 1.31508 0.39671 0.51196
C 0.04690 1.13281 0.39526
Br 0.15343 3.02803 -0.16775
C -1.12427 0.55775 0.49450
N -2.03796 -0.13166 0.83300
C -2.93092 -1.49259 0.25344
O -3.43495 -1.36460 -0.82255
O -2.84639 -2.36301 1.08515
H 2.99455 0.01370 -0.84172
H 1.30480 -0.88422 -1.40643
H 1.67135 0.72803 -1.71292
H 2.03360 0.82841 1.18877
H 0.94607 -0.42840 1.13873

Summary:
* SMILES: CCC(Br)=C=NC(=O)[O-]
* net charge: -1
* total energy: -2972.78691 a.u.
* energy above the lowest of the compared OMol25 structures with the same formula, charge and spin: 17.2 kcal/mol
* HOMO level: -3.87 eV
* HOMO-LUMO gap: 0.25697 Ha

Entry 12:
Density functional theory data (ωB97M-V/def2-TZVPD) for the molecule C5H5Cl.

Atoms and positions in Å:
C 2.38771 -0.78641 -1.06976
C 1.16764 -0.05988 -1.02099
Cl 1.20401 1.42903 -1.91676
C 0.00774 -0.12939 -0.22540
C -1.08696 0.05324 0.34256
C -2.15728 0.29985 1.40632
H 3.21944 -0.62888 -1.83179
H 2.46384 -1.55970 -0.44542
H -1.57158 0.73975 2.39493
H -2.58191 1.21594 0.92429
H -3.05266 -0.57356 1.44202

Summary:
* SMILES: C=C(Cl)C#CC
* net charge: 0
* total energy: -653.56452 a.u.
* energy above the lowest of the compared OMol25 structures with the same formula, charge and spin: 73.0 kcal/mol
* HOMO level: -8.83 eV
* HOMO-LUMO gap: 0.33238 Ha

Entry 13:
Density functional theory data (ωB97M-V/def2-TZVPD) for the molecule C5H5Cl.

Atoms and positions in Å:
C 0.96722 -0.79454 2.20267
C 0.56934 -0.54497 0.82267
C 0.20374 -0.40691 -0.32227
C -0.58651 0.01735 -1.53074
C -1.11489 1.23697 -1.72760
Cl -1.62773 1.73545 -3.30074
H 1.87507 -1.36627 2.03197
H 0.11179 -1.39815 2.55486
H 1.15451 0.19220 2.63712
H -0.72086 -0.77244 -2.24113
H -0.83169 2.10133 -1.12680

Summary:
* SMILES: CC#C/C=C/Cl
* net charge: 0
* total energy: -653.60895 a.u.
* energy above the lowest of the compared OMol25 structures with the same formula, charge and spin: 45.1 kcal/mol
* HOMO level: -8.87 eV
* HOMO-LUMO gap: 0.35421 Ha

Entry 14:
Density functional theory data (ωB97M-V/def2-TZVPD) for the molecule C5H5Cl2N3O2S.

Atoms and positions in Å:
C -2.74872 -1.03009 -0.04247
S -1.82748 -1.16265 1.52937
C -0.16924 -0.68945 0.98779
C 0.53741 -1.17615 -0.06463
Cl -0.02473 -2.44650 -1.08380
N 1.87282 -0.88144 -0.14809
C 2.40835 0.26577 -0.41083
N 1.83511 1.50094 -0.56502
C 1.00575 1.99880 -1.34362
Cl 0.46996 1.24487 -2.78186
N 0.37924 0.36242 1.86706
O 1.50942 0.34284 2.26238
O -0.42956 1.23488 2.15205
H -2.71447 -1.92690 -0.58230
H -2.20909 -0.22908 -0.56074
H -3.83383 -0.63520 0.11522
H 3.51595 0.34721 -0.21963
H 0.42310 2.87974 -1.11088

Summary:
* SMILES: CS/C(=C(Cl)/N=C\N=C/Cl)[N+](=O)[O-]
* net charge: 0
* total energy: -1826.67062 a.u.
* energy above the lowest of the compared OMol25 structures with the same formula, charge and spin: 18.4 kcal/mol
* HOMO level: -8.71 eV
* HOMO-LUMO gap: 0.29972 Ha

Entry 15:
Density functional theory data (ωB97M-V/def2-TZVPD) for a structure of composition C5H5Cl2P.

Atoms and positions in Å:
C 0.09638 -0.95800 1.32687
C -0.34070 0.34857 1.50245
C 0.32606 -1.54109 0.08841
C 0.17518 -0.90163 -1.12684
C -0.57005 1.24230 0.47618
P -0.08624 0.80328 -1.12276
Cl -1.22999 1.48354 -2.54066
Cl 1.98649 2.18748 -1.98534
H 0.22095 -1.57498 2.20303
H -0.57241 0.67333 2.50905
H 0.58317 -2.59186 0.06824
H 0.34615 -1.41377 -2.06059
H -0.93499 2.24283 0.66196

Summary:
* multiplicity: 3
* net charge: 0
* total energy: -1455.16095 a.u.
* energy above the lowest of the compared OMol25 structures with the same formula, charge and spin: 0.0 kcal/mol
* HOMO level (alpha / beta): -6.34 / -9.72 eV
* HOMO-LUMO gap (alpha / beta): 0.23868 / 0.24544 Ha

Entry 16:
Density functional theory data (ωB97M-V/def2-TZVPD) for a cluster of 2 separate species, C5H5Cl4N in total.

Atoms and positions in Å:
Cl 0.54491 -0.75074 2.67435
C 1.98269 -1.11306 3.62720
Cl 3.33841 -0.18029 3.00211
Cl 1.70324 -0.69668 5.30856
Cl 2.36300 -2.83947 3.49406
C -0.61882 1.43800 -1.10222
C -1.14614 0.18418 -0.69217
C -1.44893 -0.52203 -1.82428
N -1.11978 0.26004 -2.90018
C -0.62553 1.45409 -2.47092
H -0.28116 2.23255 -0.45852
H -1.31754 -0.14503 0.31877
H -1.81505 -1.52528 -1.95605
H -1.24329 -0.01418 -3.85781
H -0.31600 2.21790 -3.16291

Summary:
* SMILES: ClC(Cl)(Cl)Cl.c1cc[nH]c1
* net charge: 0
* total energy: -2089.02221 a.u.
* energy above the lowest of the compared OMol25 structures with the same formula, charge and spin: 0.0 kcal/mol
* HOMO level: -8.35 eV
* HOMO-LUMO gap: 0.32245 Ha

Entry 17:
Density functional theory data (ωB97M-V/def2-TZVPD) for the molecule C5H5ClFN.

Atoms and positions in Å:
C 1.18574 0.40921 0.89171
C 0.00033 0.31464 -0.03920
C -0.50354 1.58342 -0.54540
N -0.87172 2.59997 -0.93795
C -0.11247 -0.87045 -0.98830
F 0.90166 -1.76509 -0.97617
C -1.00460 -0.80654 0.19336
Cl -2.72079 -0.56451 -0.01064
H 0.91519 0.95966 1.82585
H 1.99903 0.92247 0.40020
H 1.53884 -0.60248 1.15265
H -0.54596 -0.71259 -1.99256
H -0.78170 -1.46772 1.02648

Summary:
* SMILES: C[C@@]1(C#N)[C@@H](F)[C@@H]1Cl
* net charge: 0
* total energy: -808.29331 a.u.
* energy above the lowest of the compared OMol25 structures with the same formula, charge and spin: 9.5 kcal/mol
* HOMO level: -10.82 eV
* HOMO-LUMO gap: 0.42568 Ha

Entry 18:
Density functional theory data (ωB97M-V/def2-TZVPD) for the molecule C5H5ClN2.

Atoms and positions in Å:
C -1.81615 -1.64722 -0.42449
C -1.51856 -0.42733 -0.26955
Cl -2.74656 0.76189 -0.24477
C -0.13698 -0.00148 0.02928
N 0.88047 -0.81999 0.02808
C 1.98218 -0.05787 0.14775
C 1.67661 1.31737 0.24238
N 0.33639 1.28562 0.29844
H -2.88332 -1.94185 -0.10632
H -1.04756 -2.52394 -0.29052
H 3.06980 -0.43895 0.15704
H 2.25299 2.28186 0.21473
H -0.04932 2.21188 0.21794

Summary:
* SMILES: C=C(Cl)c1ncc[nH]1
* net charge: 0
* total energy: -763.17650 a.u.
* energy above the lowest of the compared OMol25 structures with the same formula, charge and spin: 22.7 kcal/mol
* HOMO level: -8.40 eV
* HOMO-LUMO gap: 0.33479 Ha

Entry 19:
Density functional theory data (ωB97M-V/def2-TZVPD) for the molecule C5H5ClN2.

Atoms and positions in Å:
Cl 2.43964 -0.50853 -0.02158
C 0.82598 -0.01633 0.05218
C 0.60976 1.29478 0.05901
N -0.63592 1.81406 0.16833
N -1.38080 0.59864 -0.21768
C -0.48477 -0.47907 -0.13674
C -1.54528 -1.42237 0.19816
C -2.58055 -0.27768 -0.07608
H 1.43729 1.93661 -0.23945
H -1.65693 -2.34214 -0.55842
H -1.63648 -1.95772 1.08395
H -3.21012 0.08971 0.75826
H -3.24151 -0.56631 -0.91133

Summary:
* SMILES: Clc1cnn2c1CC2
* net charge: 0
* total energy: -763.08461 a.u.
* energy above the lowest of the compared OMol25 structures with the same formula, charge and spin: 80.4 kcal/mol
* HOMO level: -8.85 eV
* HOMO-LUMO gap: 0.35521 Ha